1.
# C51H27Cl2I4IrN4O2

A molecular structure, C51H27Cl2I4IrN4O2 (ωB97M-V/def2-TZVPD, the Open Molecules 2025 dataset).

Geometry (Å):
O  0.051  -2.442  0.288
C  5.498  -2.010  4.350
C  2.201  -4.119  -5.177
N  -0.288  -0.170  -1.818
C  1.070  1.784  3.982
C  -1.425  0.236  -2.395
H  -2.286  -0.025  -4.439
I  4.295  -4.806  -7.232
C  -2.464  -1.117  0.643
C  0.602  1.948  2.622
H  1.807  -3.000  3.792
C  1.620  -3.388  -4.152
C  1.728  0.608  4.045
C  -5.581  2.343  -3.401
H  -3.200  -4.231  -0.597
C  -1.499  -0.251  -3.739
H  3.954  -2.916  -1.673
Ir  0.234  0.201  0.111
C  1.646  -1.486  -2.525
C  -3.386  -3.244  -0.192
C  0.011  6.830  2.586
H  -0.519  7.702  2.230
C  4.727  -1.328  3.421
H  3.174  -4.224  5.442
H  2.614  5.947  4.552
N  0.931  0.809  1.915
C  -0.929  2.864  0.949
C  -2.346  1.161  -1.810
C  -2.295  -2.417  0.125
C  2.331  -1.444  -1.302
C  1.763  5.847  3.894
H  -0.029  -1.389  -4.891
N  1.929  -0.765  -0.172
C  4.935  -3.051  5.077
C  3.609  -3.410  4.878
H  4.409  -2.681  0.943
C  3.495  -1.888  -4.152
H  -6.273  -0.947  -2.950
C  -2.856  3.007  -0.202
C  2.724  -1.235  0.876
H  -6.025  3.250  -3.786
C  -0.316  5.581  2.091
H  2.222  0.168  4.895
C  -4.873  -1.572  0.622
C  4.075  -2.606  -5.185
H  -5.876  -1.234  0.844
H  -3.973  -0.909  -2.086
Cl  -4.136  0.756  1.695
C  0.330  4.417  2.536
C  -0.349  -0.935  -3.970
C  -4.666  -2.818  0.036
H  2.076  3.776  3.633
H  6.530  -1.731  4.507
C  2.842  -2.721  3.950
C  1.427  4.602  3.392
C  -0.980  -3.005  -0.036
H  -2.549  4.319  1.487
H  -3.857  3.247  -0.511
C  -2.032  1.980  -0.759
C  -5.719  -0.019  -2.942
H  5.026  -2.293  -5.593
C  -4.417  0.005  -2.466
C  3.427  -3.724  -5.695
C  1.029  6.963  3.522
H  5.163  -0.514  2.854
C  1.707  0.055  2.716
C  0.002  3.056  2.037
C  3.673  -2.159  0.356
C  -3.807  -0.757  0.916
H  3.999  -1.014  -3.758
C  3.445  -2.271  -0.977
Cl  -6.027  -3.821  -0.352
C  0.410  -0.901  -2.754
H  1.701  -4.995  -5.567
C  -4.285  2.360  -2.910
C  2.560  -0.946  2.224
H  -0.935  -4.022  -0.459
C  -6.302  1.155  -3.400
H  -1.060  5.542  1.317
C  2.261  -2.269  -3.631
I  6.081  -4.070  6.471
N  -0.846  1.912  0.011
I  1.491  8.821  4.294
I  -8.254  1.132  -4.094
H  0.669  -3.703  -3.742
O  -1.543  -0.226  0.930
C  -3.697  1.196  -2.420
H  -3.714  3.278  -2.961
C  -2.174  3.573  0.812
H  0.886  2.475  4.786
C  3.397  -1.680  3.217

Values from the calculation:
- relative energy (zero: lowest compared OMol25 entry of this formula, charge and spin) (kcal/mol) = 8.29
- HOMO level (alpha / beta) (Ha) = -0.3683 / -0.3830
- spin multiplicity = 2
- expectation value of S² = 0.943
- charge = +1
- LUMO energy (alpha / beta) (eV) = -4.481 / -5.520

2.
# C51H28Cl4IN4O2Ti

A molecular structure, C51H28Cl4IN4O2Ti (ωB97M-V/def2-TZVPD, the Open Molecules 2025 dataset).

Geometry (Å):
H  3.995  5.731  2.840
C  0.842  3.109  -5.905
H  -1.371  -4.256  3.661
C  0.925  2.450  -4.694
H  -2.521  3.404  -6.106
C  -0.098  0.065  4.323
C  2.580  -6.494  -3.765
C  -3.884  3.255  -0.042
C  -4.271  1.171  -1.844
Cl  -0.526  4.198  -7.961
C  0.781  -2.432  5.511
H  3.153  -3.243  -3.117
O  -1.793  -0.244  0.396
H  -0.152  -0.375  -4.978
H  1.491  -1.624  5.424
H  0.240  6.081  4.855
Cl  -0.395  -4.979  8.344
H  3.185  3.700  1.704
H  0.264  2.193  4.674
H  1.888  2.190  -4.282
C  2.532  4.235  2.376
C  -4.870  3.324  -1.014
C  1.519  -4.377  -2.315
C  0.432  -2.826  1.936
Ti  -0.012  -0.412  0.160
H  0.932  -7.648  -3.030
H  -0.013  -5.768  -1.746
C  -0.799  -3.933  4.519
C  -3.104  2.122  0.043
C  1.197  -4.467  0.615
H  1.003  -4.810  2.768
C  -0.223  2.101  -3.988
I  -6.122  5.027  -1.094
C  0.672  -2.081  -2.275
H  -0.576  4.079  3.697
C  2.150  6.036  3.886
H  -0.432  -0.308  5.273
C  0.896  -3.315  -0.157
H  -3.732  4.072  0.647
C  0.326  3.471  -1.520
O  -2.404  -1.025  -1.581
N  0.407  -0.847  -1.733
H  -5.838  2.374  -2.678
C  1.005  -3.229  -1.552
C  0.093  -0.784  -4.013
H  -2.332  2.033  0.797
C  -2.464  -0.153  -0.721
C  0.902  -5.628  -2.304
C  1.245  3.746  2.606
C  0.489  -2.048  -3.691
C  -3.297  1.065  -0.849
C  0.041  -2.824  4.388
Cl  3.252  -7.817  -4.663
C  -0.077  1.341  -2.725
C  0.072  -0.040  -2.799
H  -2.348  2.214  -3.929
H  0.186  4.113  -2.370
C  -0.219  -4.158  6.824
H  1.735  3.378  -6.446
H  4.108  -5.125  -4.390
C  0.230  1.350  4.011
C  -5.066  2.297  -1.924
C  1.422  -6.685  -3.030
H  -4.394  0.350  -2.533
C  2.671  -4.210  -3.089
H  0.595  -2.895  -4.344
C  -0.919  -4.611  5.717
C  -1.463  2.469  -4.491
N  0.400  1.516  -0.312
C  0.161  2.061  -1.554
C  -1.559  3.127  -5.707
N  0.458  -2.297  0.663
C  0.138  -2.106  3.110
C  -0.406  3.426  -6.412
C  0.498  1.381  2.616
C  0.725  2.584  0.495
H  1.204  -2.749  7.589
Cl  2.706  7.482  4.664
C  0.070  -0.707  3.137
C  2.992  5.370  3.010
C  0.642  -3.076  6.726
H  -1.558  -5.481  5.792
C  0.875  5.565  4.151
N  0.378  0.120  2.079
C  0.890  -4.170  1.914
C  3.209  -5.260  -3.805
C  0.822  2.532  1.891
H  1.590  -5.390  0.235
C  0.706  3.797  -0.249
C  0.427  4.427  3.507
H  0.890  4.777  0.153

Values from the calculation:
- relative energy (zero: lowest compared OMol25 entry of this formula, charge and spin) (kcal/mol) = 0.00
- HOMO level (alpha / beta) (Ha) = -0.0984 / -0.1584
- spin multiplicity = 3
- expectation value of S² = 2.075
- charge = -1
- LUMO energy (alpha / beta) (eV) = 1.450 / 1.079

3.
# C51H31Cl5N9NaO4S

A molecular structure, C51H31Cl5N9NaO4S (ωB97M-V/def2-TZVPD, the Open Molecules 2025 dataset).

Geometry (Å):
H  -3.685  -1.298  -0.809
O  0.953  -0.371  -6.315
N  -1.799  6.808  -3.002
C  0.853  0.489  6.841
H  1.052  1.610  12.734
C  2.812  2.166  -3.789
C  1.224  0.738  9.600
C  -0.862  1.146  2.261
C  -5.684  -0.668  -0.290
C  4.450  3.202  -5.214
H  -2.692  2.398  -5.293
C  -6.749  0.188  -0.588
C  2.743  -1.502  -4.278
C  -2.806  -5.011  0.813
C  0.457  -0.501  0.924
C  -4.447  0.191  -2.146
H  1.948  -1.191  4.870
N  -1.294  0.826  -0.078
N  0.712  -1.007  -0.288
H  4.505  -0.656  -3.401
N  -3.319  0.324  -2.949
H  2.589  -2.374  2.790
C  4.702  -2.776  -3.638
H  -7.635  0.179  0.034
H  2.250  0.163  -2.280
C  -2.547  2.431  1.180
Cl  -2.174  -5.885  -3.060
C  0.623  0.389  5.387
H  1.153  -2.644  -5.149
C  1.986  -0.171  8.873
C  1.967  -0.186  -4.205
N  2.360  5.903  -1.595
C  -1.770  -3.746  -1.375
H  4.614  -4.893  -4.000
C  1.308  5.557  -1.930
C  0.103  1.393  7.578
H  2.330  -4.795  -4.956
C  2.283  -2.521  0.681
H  3.575  4.146  -3.489
N  -0.225  1.130  4.720
N  1.281  -0.499  4.583
H  3.655  0.090  -6.314
C  2.818  -3.889  -4.619
C  2.059  -1.988  1.925
C  4.027  -1.568  -3.739
C  0.715  -0.223  -5.116
H  2.407  -1.000  6.968
C  -6.668  1.062  -1.662
H  0.883  2.737  11.370
H  2.720  -0.774  9.391
C  -4.532  -0.670  -1.055
C  2.148  -2.677  -4.723
H  5.700  -2.802  -3.215
C  0.024  5.119  -2.335
C  2.841  1.014  -4.562
C  1.797  -0.288  7.509
Cl  -1.070  -2.943  -2.842
C  1.133  -0.953  2.067
H  -0.628  1.998  7.059
C  3.619  3.257  -4.108
Cl  -2.340  -2.864  2.461
H  1.733  -2.371  -1.412
H  -7.481  1.743  -1.882
C  -3.525  1.226  -3.858
O  1.515  -0.073  -2.855
C  4.459  2.058  -6.010
C  -2.239  -5.045  -1.533
Na  -0.667  -0.105  -2.376
O  1.469  0.789  10.946
O  -0.393  -0.105  -4.530
S  -5.087  2.036  -3.805
C  4.095  -3.945  -4.079
Cl  -3.390  -7.301  -0.538
Cl  -3.489  -5.803  2.210
C  -2.235  1.745  0.001
N  -0.408  2.593  -2.548
H  -2.772  1.959  -0.916
C  -0.223  3.732  -2.461
C  -2.774  -5.683  -0.414
H  -0.355  1.489  11.654
C  -0.117  0.695  3.412
N  -2.644  1.510  -4.830
C  -2.292  -3.723  0.868
C  -0.598  0.537  1.031
C  -1.779  -3.057  -0.201
C  1.581  -1.987  -0.408
H  5.091  2.014  -6.890
H  5.077  4.048  -5.466
H  -5.749  -1.334  0.562
H  -3.324  3.184  1.173
C  0.279  1.525  8.950
H  -1.764  0.969  -4.849
H  -2.062  2.613  3.266
H  2.126  2.237  -2.955
H  2.980  -3.334  0.528
C  3.661  0.974  -5.688
C  -1.856  2.124  2.323
H  -0.323  2.240  9.489
C  -0.976  6.053  -2.702
C  0.714  1.711  11.706
C  0.800  -0.303  3.304
C  -5.513  1.050  -2.432

Values from the calculation:
- relative energy (zero: lowest compared OMol25 entry of this formula, charge and spin) (kcal/mol) = 5.59
- HOMO level (Ha) = -0.1130
- charge = -2
- LUMO energy (eV) = 2.882

4.
# C51H31LuN12

A molecular structure, C51H31LuN12 (ωB97M-V/def2-TZVPD, the Open Molecules 2025 dataset).

Geometry (Å):
C  -3.223  -0.212  -3.058
C  -0.532  -3.853  0.927
H  -4.043  -1.900  -0.803
C  -5.050  -1.741  -4.558
C  -2.804  -1.514  5.568
C  -1.588  1.657  -2.059
C  -1.600  -1.044  5.063
C  -2.917  -0.195  -1.545
H  -0.654  5.398  -3.863
H  5.295  0.415  -0.916
C  1.627  4.730  -1.403
H  -4.917  -0.728  3.002
C  0.929  -1.995  1.207
N  -1.948  1.768  -0.711
N  -0.867  2.517  -2.708
N  2.608  3.325  0.346
C  1.712  3.527  -0.594
H  -5.793  -2.267  -5.144
C  -4.989  -0.273  -4.686
H  3.159  6.068  -0.690
H  3.054  0.246  5.100
N  3.479  -3.565  -1.074
C  0.562  4.545  -2.291
H  2.634  -4.062  -0.844
C  -1.864  -2.460  -1.216
N  4.513  -1.495  -0.987
C  3.408  -2.204  -1.172
C  3.193  0.462  -1.308
N  -1.092  0.516  1.779
C  1.596  0.931  2.663
H  5.281  1.247  5.573
C  4.686  2.793  2.602
C  -2.800  -0.346  3.086
H  -5.655  0.206  -5.394
N  0.729  2.657  -1.001
N  0.673  0.257  3.376
C  1.962  6.913  -2.276
C  2.881  1.292  3.218
N  -0.822  -1.798  -0.435
H  0.107  0.301  -3.539
C  -0.552  0.123  2.981
C  3.519  0.940  4.409
C  4.395  -0.168  -1.073
H  2.497  7.854  -2.286
N  2.078  -0.263  -1.506
C  -3.164  -1.658  -1.403
C  0.175  5.545  -3.182
H  1.787  -4.468  3.354
H  1.275  -2.147  -1.602
H  -1.946  -5.479  0.512
C  2.185  -1.576  -1.461
C  0.049  3.228  -2.010
H  6.292  2.859  4.005
C  5.328  2.427  3.769
C  2.340  5.925  -1.385
C  -1.877  0.282  -2.595
H  -0.673  -1.132  5.615
C  -1.632  -4.484  0.216
H  0.165  -2.138  -3.955
C  -2.427  0.255  1.800
H  3.108  1.537  -1.354
C  1.251  -3.938  2.579
C  4.750  1.506  4.665
Lu  -0.005  0.576  -0.180
H  -4.106  1.550  -4.062
C  -0.186  -2.535  0.540
H  -2.827  -1.984  6.544
C  -4.149  0.471  -3.965
C  0.889  6.727  -3.166
H  1.292  -1.015  0.929
C  -4.236  -2.431  -3.757
N  1.448  1.501  1.439
H  0.618  7.525  -3.845
C  -0.662  -0.370  -3.173
C  -2.764  0.732  -0.428
C  -4.006  -0.813  3.581
N  -3.219  0.329  0.759
C  -3.188  -1.759  -2.954
C  -1.620  -0.457  3.810
H  2.466  -2.162  2.677
H  -4.913  -1.784  5.261
H  -0.144  -5.524  2.187
C  3.454  2.201  2.329
C  1.626  -2.656  2.201
C  -2.226  -3.847  -0.784
C  0.172  -4.518  1.924
C  -3.993  -1.401  4.839
H  5.121  3.511  1.917
C  -0.645  -1.672  -3.407
C  -1.751  -2.463  -2.851
H  4.327  -3.925  -0.670
H  -3.049  -4.309  -1.326
H  -1.777  -3.480  -3.243
C  2.516  2.355  1.239
H  -4.316  -3.513  -3.692

Values from the calculation:
- HOMO level (alpha / beta) (Ha) = -0.2268 / -0.2296
- charge = 0
- LUMO energy (alpha / beta) (eV) = -1.222 / -1.288

5.
# C51H33ClF5MnN4O3SSb

A molecular structure, C51H33ClF5MnN4O3SSb (ωB97M-V/def2-TZVPD, the Open Molecules 2025 dataset).

Geometry (Å):
H  2.327  -2.017  11.691
C  8.095  0.877  -2.050
H  7.626  2.582  -3.266
C  -1.661  3.140  1.475
H  8.269  -0.894  -0.849
C  -3.295  -3.021  -2.799
H  0.450  -3.317  0.528
H  1.099  -1.868  -1.368
C  -2.038  -0.621  -2.273
H  4.410  -0.369  0.921
C  2.787  -1.019  -0.346
H  4.036  -2.558  13.129
F  -0.391  3.563  1.602
H  5.859  -1.374  -0.880
C  3.971  0.171  8.970
C  1.835  -2.765  -5.651
C  3.960  -0.689  11.213
H  3.064  -1.184  13.728
C  -1.341  0.583  -2.075
C  -0.151  -1.145  4.695
C  2.234  -0.434  7.329
C  2.847  1.747  3.651
C  -3.303  1.522  1.114
C  1.845  0.157  5.320
C  1.896  0.785  4.028
C  -1.198  -2.045  4.940
Mn  -0.857  0.151  0.695
H  -1.273  1.297  -2.899
C  1.836  1.783  1.483
H  -2.788  -1.719  1.979
C  2.676  -3.269  -4.665
O  4.591  -0.688  12.405
Cl  -4.245  -2.226  -5.218
H  3.511  3.003  2.045
C  1.309  -2.667  0.618
S  2.275  2.164  -2.253
C  -4.320  2.445  1.234
F  -3.673  0.238  0.832
C  2.071  -2.663  1.781
O  -0.732  0.907  -1.028
H  -2.965  -2.954  4.133
C  -2.053  -1.588  2.759
F  -4.922  4.687  1.608
C  3.186  -1.837  1.886
C  1.418  -1.443  -5.609
C  6.231  -0.485  -1.374
C  2.801  -1.409  10.936
C  2.807  2.253  2.379
Sb  3.272  0.162  -2.039
N  1.142  -1.150  6.912
C  1.839  -0.612  -4.576
N  0.940  0.879  1.826
C  -2.014  -1.642  -1.288
N  -1.069  -0.737  2.515
H  4.417  0.784  8.198
H  -1.261  -2.563  5.890
C  -2.725  -0.808  -3.501
H  -2.738  -0.010  -4.234
H  1.508  -3.409  -6.457
C  7.596  -0.229  -1.375
C  -0.113  -0.517  3.444
C  0.886  -0.776  5.610
H  -3.785  -3.960  -3.025
F  -2.315  5.381  1.831
H  0.770  -1.054  -6.384
C  2.676  -1.120  -3.590
C  3.547  -1.018  0.823
C  0.943  0.406  3.090
C  -3.975  3.762  1.482
C  5.867  1.488  -2.724
F  -5.600  2.095  1.114
H  1.332  -1.895  9.484
C  5.365  0.380  -2.042
H  1.801  -3.313  2.604
C  4.539  0.103  10.221
H  3.783  -1.841  2.790
C  -1.962  1.817  1.239
N  2.678  0.365  6.386
H  1.804  2.139  0.458
C  2.812  -0.550  8.674
H  5.191  2.167  -3.231
C  -3.361  -1.980  -3.747
C  7.234  1.727  -2.732
H  1.530  0.427  -4.537
H  3.583  2.070  4.376
H  3.005  -4.300  -4.705
H  5.435  0.659  10.460
C  -2.642  4.111  1.598
C  1.659  -1.835  -0.439
H  0.650  -1.838  7.455
C  4.065  -1.512  13.438
O  -1.424  -1.511  -0.127
C  -2.145  -2.269  3.972
H  -2.573  -3.673  -0.894
C  -2.625  -2.867  -1.614
C  3.098  -2.447  -3.630
H  9.159  1.075  -2.046
C  2.240  -1.330  9.667
H  4.739  -1.401  14.280
H  3.751  -2.846  -2.861

Values from the calculation:
- relative energy (zero: lowest compared OMol25 entry of this formula, charge and spin) (kcal/mol) = 18.67
- HOMO level (alpha / beta) (Ha) = -0.3737 / -0.3736
- spin multiplicity = 5
- expectation value of S² = 6.075
- charge = +1
- LUMO energy (alpha / beta) (eV) = -3.819 / -3.693

Number 1: F_max 1.10 eV/Å. Number 2: F_max 2.30 eV/Å. Number 3: F_max 0.78 eV/Å. Number 4: F_max 0.92 eV/Å. Number 5: F_max 0.58 eV/Å.